Record 1
C20H38LiN2O13 | wB97M-V/def2-TZVPD

XYZ file:
```
74
Properties=species:S:1:pos:R:3:forces:R:3:mulliken_charge:R:1
C 1.582959 -4.273595 2.153743 -8.55 -1.86 3.84 -1.451
C 0.408959 -3.472595 1.624743 -1.87 -2.29 -4.97 0.376
N 0.357959 -1.991595 2.059743 -3.71 -1.96 0.72 1.031
C -0.086041 -2.059595 3.530743 -1.35 -4.95 -0.80 -1.247
C 1.585959 -1.202595 1.887743 2.19 -4.34 -0.79 -1.624
C 2.178959 -1.099595 0.554743 3.26 2.43 -0.92 -0.974
C -0.827041 -1.285595 1.335743 1.43 0.21 -2.95 1.365
C -2.265041 -1.710595 1.554743 0.00 -0.41 0.59 -1.293
O -3.074041 -1.042595 0.611743 0.19 1.55 -0.17 -0.181
C -3.710041 -1.979595 -0.220257 -0.67 6.71 -4.34 -1.392
H 2.430959 -3.964595 1.884743 6.80 2.48 -2.23 0.449
H 1.378959 -5.317595 1.822743 0.41 0.70 0.64 0.399
H 1.369959 -4.088595 3.256743 1.31 -1.32 -0.91 0.278
H -0.631041 -4.072595 1.762743 2.26 2.00 0.82 0.406
H 0.375959 -3.678595 0.409743 0.57 1.74 2.67 -0.368
H 0.012959 -1.151595 3.869743 -0.58 5.34 1.73 0.521
H 0.642959 -2.534595 4.173743 0.37 -0.78 -0.45 0.504
H -1.142041 -2.612595 3.777743 2.67 1.66 -1.20 0.242
H 2.418959 -1.528595 2.492743 -0.40 -1.02 0.86 0.431
H 1.482959 -0.280595 2.175743 -1.62 5.14 2.09 1.115
H 3.376959 -0.924595 0.614743 -3.00 0.14 0.11 0.307
H 1.726959 -0.353595 -0.076257 0.04 1.00 0.16 0.113
H 2.159959 -1.860595 -0.103257 -0.35 -3.69 -1.56 0.533
H -0.685041 -1.442595 0.217743 0.35 -0.10 1.27 -0.399
H -0.695041 -0.167595 1.382743 -0.22 -1.07 0.63 -0.590
H -2.638041 -1.366595 2.435743 -0.54 1.73 3.00 0.640
H -2.565041 -2.756595 1.786743 0.80 -0.04 -1.49 0.445
H -2.983041 -2.493595 -0.578257 4.76 -3.80 -2.84 0.468
H -4.178041 -1.509595 -1.199257 0.23 -0.71 2.57 0.230
H -4.164041 -2.554595 0.385743 -4.80 -4.11 3.52 0.703
Li -3.495041 1.052405 0.026743 0.63 -0.07 -0.29 0.852
N -1.443041 1.254405 -1.069257 -2.33 -3.23 2.61 1.209
O -1.666041 1.786405 0.068743 0.23 1.29 0.16 -0.646
O -0.456041 0.573405 -1.200257 1.48 0.62 -1.39 -0.527
O -2.486041 1.060405 -1.761257 0.12 0.70 -0.92 -0.907
C -0.772041 -3.705595 -5.367257 1.85 0.62 4.87 -1.478
C -0.184041 -2.695595 -4.229257 0.53 1.42 -7.49 0.249
C -1.103041 -2.471595 -3.173257 -4.40 0.01 4.10 -0.065
O -0.329041 -2.932595 -2.045257 -5.11 1.48 2.89 -0.209
C 0.781959 -3.374595 -2.412257 3.16 -1.00 2.05 0.659
O 1.616959 -3.857595 -1.731257 1.27 -1.35 2.54 -0.612
O 1.007959 -3.131595 -3.610257 0.55 0.47 -6.44 -0.336
H -0.147041 -3.794595 -6.154257 2.62 -0.40 -2.30 0.461
H -1.631041 -3.349595 -5.804257 -2.51 0.74 -0.21 0.411
H -0.809041 -4.637595 -4.811257 -0.67 -0.39 -0.43 0.345
H 0.030959 -1.641595 -4.806257 -0.20 -2.59 1.48 0.301
H -2.220041 -3.045595 -2.984257 3.19 1.39 -1.42 0.235
H -1.258041 -1.392595 -3.079257 -0.41 -0.23 0.52 -0.027
C -1.292041 4.596405 -2.074257 1.70 2.37 -2.90 -1.561
C 0.082959 4.506405 -1.434257 -0.87 1.28 -9.10 0.433
C 1.066959 3.478405 -2.116257 -1.14 1.69 7.84 -0.027
O 2.227959 4.181405 -2.222257 0.88 2.10 -0.68 -0.376
C 1.943959 5.542405 -2.007257 6.29 2.03 -1.05 0.518
O 2.796959 6.431405 -2.106257 -1.83 -2.69 -0.07 -0.609
O 0.765959 5.769405 -1.622257 -2.76 0.17 -0.17 -0.404
H -1.881041 3.794405 -1.913257 -2.00 -2.71 1.08 0.343
H -1.233041 4.613405 -3.212257 0.61 -0.22 1.15 0.367
H -1.860041 5.514405 -1.967257 0.12 0.19 1.02 0.420
H 0.114959 4.531405 -0.504257 -0.45 -1.29 8.56 0.407
H 0.645959 3.054405 -2.896257 -1.38 -2.01 -4.20 0.740
H 1.068959 2.852405 -1.187257 0.90 -0.91 -1.41 -0.283
C -0.361041 3.266405 2.555743 0.10 6.22 1.36 -0.080
C 1.174959 3.736405 2.721743 -1.30 2.38 -0.84 0.011
C 2.046959 2.778405 3.605743 2.65 7.61 -2.39 -0.682
O 2.698959 1.927405 2.717743 0.69 -0.60 0.84 -0.348
C 2.548959 2.369405 1.498743 1.67 2.48 -5.17 0.641
O 3.151959 2.021405 0.485743 -1.88 0.00 2.96 -0.540
O 1.746959 3.527405 1.457743 1.33 -2.38 -0.81 -0.106
H -0.944041 4.050405 1.862743 1.60 -2.26 0.85 0.235
H -0.951041 3.421405 3.491743 0.71 -0.72 -0.34 0.412
H -0.231041 2.307405 2.243743 -0.61 -2.75 -1.20 -0.647
H 1.366959 4.953405 2.793743 -0.86 -3.22 0.85 0.333
H 1.449959 2.281405 4.125743 -4.80 -4.52 4.89 0.565
H 2.565959 3.574405 4.259743 0.63 -2.12 -0.97 0.281
```
Positions in Å, forces in eV/Å.

As for the charge: +1. As for the energy relative to the best compared isomer or geometry (same formula, charge and spin): 468.8 kJ/mol. Its spin multiplicity is 1.

Record 2
C3H2BrFN2 | wB97M-V/def2-TZVPD

XYZ file:
```
9
Properties=species:S:1:pos:R:3:forces:R:3:mulliken_charge:R:1
C -0.213322 -1.509913 0.387730 -0.45 -0.10 -0.77 0.103
C -0.656466 0.770141 -0.290307 -0.91 2.78 -1.46 0.095
C 1.105965 -1.324129 0.523395 1.93 -2.06 1.13 -0.158
N -0.782323 -0.503461 -0.248284 -2.86 -3.08 0.11 -0.394
N 0.345060 1.510886 -0.009064 1.81 0.17 1.31 -0.221
F -0.001931 2.851476 -0.050663 -0.33 -0.24 -0.36 -0.169
Br 2.606656 -0.593443 -0.159483 -0.49 0.00 0.17 0.052
H -0.892021 -2.452719 0.570451 1.87 1.82 -0.05 0.306
H -1.511614 1.251163 -0.723773 -0.57 0.71 -0.09 0.384
```
Positions in Å, forces in eV/Å.

As for the energy relative to the best compared isomer or geometry (same formula, charge and spin): 3.6 kJ/mol. Its spin multiplicity is 3.

Record 3
C6H12 | wB97M-V/def2-TZVPD

XYZ file:
```
18
Properties=species:S:1:pos:R:3:forces:R:3:mulliken_charge:R:1
C 2.513980 0.136647 0.141862 1.97 -0.54 2.49 -1.128
C 1.370798 -0.680207 -0.242604 -2.00 -2.08 -3.28 -0.531
C 0.086307 -0.134258 0.361540 0.60 -0.69 -1.01 -0.054
C -0.515085 1.123831 -0.261673 1.34 0.89 0.60 -0.616
C -1.185587 -0.185742 -0.419412 -2.79 -1.21 -0.93 0.132
C -2.643528 -0.288955 0.188506 1.71 -2.59 2.52 -1.249
H 2.431109 1.094590 -0.280147 0.45 1.31 -0.76 0.324
H 2.533283 0.315515 1.262979 -0.24 -0.25 -1.02 0.267
H 3.474663 -0.393144 -0.022033 -0.39 0.71 -0.43 0.338
H 1.135024 -0.644403 -1.403327 0.91 0.18 1.90 0.159
H 1.621506 -1.791206 -0.147631 -0.85 1.28 0.59 0.301
H 0.143733 -0.164248 1.423405 -0.62 -0.01 0.85 0.410
H -0.863878 1.736700 0.587374 -0.26 0.03 -0.96 0.236
H 0.043059 1.682488 -1.053022 -0.67 -0.73 0.64 0.288
H -1.186739 -0.729374 -1.400952 0.62 0.83 0.85 0.262
H -3.396438 0.261745 -0.324072 -0.25 0.83 -0.34 0.333
H -3.111185 -1.377485 0.330974 1.42 2.01 -0.60 0.272
H -2.451016 0.037504 1.258227 -0.96 0.05 -1.11 0.257
```
Positions in Å, forces in eV/Å.

As for the energy relative to the best compared isomer or geometry (same formula, charge and spin): 204.4 kJ/mol. Its spin multiplicity is 1. Its SMILES is CC[C@H]1C[C@@H]1C.

Record 4
C10H19Br2ClF3N2O3P | wB97M-V/def2-TZVPD

XYZ file:
```
41
Properties=species:S:1:pos:R:3:forces:R:3:mulliken_charge:R:1
C 1.530878 2.380137 1.156412 0.48 0.21 -0.55 -0.761
O 1.763111 2.126796 -0.278910 -0.65 -0.10 0.65 -0.470
C 0.524820 1.951743 -0.940371 1.58 -0.24 -0.07 -1.010
C 0.546565 0.575526 -1.640730 0.39 0.93 0.23 -0.224
O 1.882840 0.325219 -2.031134 -0.26 -0.18 -0.04 -0.412
C 1.941862 -0.910044 -2.677805 0.42 0.07 0.08 -0.469
C 1.752700 -2.039436 -1.671612 -0.17 0.15 -0.46 -0.535
N 0.956505 -1.625856 -0.454491 0.59 -0.26 -0.86 0.349
Cl 0.232719 -3.079259 0.189517 -0.03 0.13 0.16 0.023
P 2.152761 -1.081570 0.883633 0.63 0.56 2.36 0.197
N 1.435384 -0.922020 2.235217 0.37 -0.15 -0.29 -0.442
C -0.029093 -0.502548 -0.683974 -0.75 0.35 -0.33 0.981
C -1.420018 -0.954522 -1.145063 0.01 -0.24 0.33 -1.550
C -2.455857 -1.125293 -0.042179 -0.07 -0.01 0.02 -1.096
C -2.792700 0.180932 0.688047 -0.42 -1.09 0.87 0.439
F -2.527238 1.233692 -0.100868 0.29 0.82 -0.30 -0.310
Br -1.823414 0.270968 2.370090 0.19 0.27 -0.27 0.040
C -4.311851 0.221790 0.988293 1.27 2.60 0.30 0.638
F -4.943837 0.332101 -0.161739 -0.76 -0.32 -1.37 -0.206
F -4.692770 -0.845168 1.599456 -0.66 -1.92 0.97 -0.202
Br -4.794916 1.807658 2.018969 -0.06 -0.09 0.03 -0.117
H 0.908556 3.253361 1.287003 -0.28 0.13 0.11 0.425
H 1.083689 1.503137 1.600156 -0.16 -0.08 0.43 0.265
H 2.477109 2.602153 1.619406 0.23 -0.13 0.23 0.278
H -0.275306 2.007950 -0.215700 -0.51 0.12 -0.11 0.411
H 0.456332 2.733045 -1.685714 -0.38 0.21 -0.30 0.426
H -0.042662 0.673510 -2.549764 -0.37 -0.43 -0.15 0.808
H 2.945670 -1.011296 -3.062599 0.31 0.00 -0.24 0.372
H 1.270326 -0.987719 -3.531796 -0.39 0.09 0.03 0.368
H 2.723634 -2.347198 -1.318258 0.25 -0.26 0.28 0.415
H 1.280510 -2.884548 -2.144394 -0.24 -0.30 0.03 0.335
H 3.110493 -2.112394 0.904865 -0.05 -0.04 -0.80 0.104
H 2.737304 0.097990 0.393629 -0.50 -0.20 -0.80 0.194
H 1.812121 -1.605883 2.886894 -0.57 -0.02 0.23 0.246
H -0.151226 -0.007629 0.272231 0.20 -0.23 0.48 -0.407
H -1.807692 -0.203996 -1.813222 0.03 0.30 -0.34 0.477
H -1.367902 -1.872322 -1.722814 0.10 -0.19 -0.15 0.396
H -3.367306 -1.518211 -0.476092 -0.22 -0.01 -0.33 0.519
H -2.162160 -1.847043 0.697056 0.19 -0.28 0.28 0.427
O 1.632419 2.926258 3.936722 -0.09 -0.02 -0.61 -1.025
H 1.807641 2.279991 4.621636 0.04 -0.15 0.25 0.099
```
Positions in Å, forces in eV/Å.

The calculation puts the total energy at -6976.5294 hartree. Its spin multiplicity is 1.

Record 5
C3H12N2OS | wB97M-V/def2-TZVPD

XYZ file:
```
19
Properties=species:S:1:pos:R:3:forces:R:3:mulliken_charge:R:1
N 0.665481 1.350191 0.393376 -0.67 -1.77 -0.87 -0.552
C 0.811016 -0.088055 0.215634 0.39 0.45 -0.27 0.799
C 2.281612 -0.470228 0.001791 -0.19 0.36 0.02 -1.110
S 3.442435 0.340725 1.179923 -0.22 -0.38 -0.52 -0.208
C -0.017795 -0.473844 -1.035293 0.60 -0.48 0.86 -0.951
N -1.418026 -0.674663 -0.692128 0.64 1.31 -0.18 -0.369
H 1.408089 1.909489 0.745431 -0.15 0.23 0.66 0.119
H -0.320097 1.534533 0.415473 0.20 1.11 0.41 0.162
H 0.432910 -0.687205 1.065648 0.01 0.21 0.04 0.170
H 2.552363 -0.177351 -1.012760 0.30 0.19 0.08 0.381
H 2.423445 -1.546579 0.068981 -0.05 -0.02 0.02 0.394
H 3.150457 -0.501625 2.173624 0.03 0.05 0.21 0.123
H 0.072203 0.373610 -1.707876 0.00 -0.07 -0.26 0.400
H 0.475322 -1.353130 -1.475387 -0.26 -0.09 -0.19 0.260
H -1.983446 -0.770401 -1.518793 -0.37 -0.56 0.42 0.195
H -1.568107 -1.261284 0.107864 -0.32 -0.52 -0.36 0.204
H -3.493296 0.665214 0.783105 -0.26 0.07 -0.15 0.329
H -4.488126 0.959620 -0.328803 0.00 0.04 -0.34 0.314
O -4.426447 0.870978 0.620181 0.33 -0.13 0.44 -0.660
```
Positions in Å, forces in eV/Å.

As for the energy relative to the best compared isomer or geometry (same formula, charge and spin): 66.0 kJ/mol. Its spin multiplicity is 1. Its SMILES is NC[C@H](N)CS.O.